#a
The following is a quantum chemistry calculation of a 11-piece molecular cluster, C44H66O33 overall, from the Open Molecules 2025 dataset.

Orbital gap: 10.69 eV
Lowest unoccupied orbital energy: 0.0 eV
Molecular weight: 1122.979 g mol⁻¹
Structure (SMILES): C[C@H]1COC(=O)O1.C[C@H]1COC(=O)O1.C[C@H]1COC(=O)O1.C[C@H]1COC(=O)O1.C[C@H]1COC(=O)O1.C[C@H]1COC(=O)O1.C[C@H]1COC(=O)O1.C[C@H]1COC(=O)O1.C[C@H]1COC(=O)O1.C[C@H]1COC(=O)O1.C[C@H]1COC(=O)O1

Last column: Mulliken charge in e.
Element x y z (Å)
C (5.31, -10.78, -9.62)  -1.24
C (5.40, -10.09, -8.22)  0.14
C (6.47, -8.98, -8.02)  -0.34
O (5.69, -7.81, -7.92)  -0.31
C (4.44, -8.12, -7.75)  0.68
O (3.58, -7.36, -7.40)  -0.57
O (4.17, -9.40, -8.01)  -0.36
H (5.17, -10.08, -10.44)  0.31
H (4.34, -11.26, -9.48)  0.36
H (6.20, -11.40, -9.65)  0.37
H (5.42, -10.71, -7.32)  0.36
H (6.95, -8.92, -9.00)  0.28
H (7.18, -9.27, -7.25)  0.31
C (2.43, -9.30, -0.61)  -1.27
C (3.79, -8.64, -0.92)  0.36
C (4.69, -8.46, 0.35)  -0.40
O (5.96, -8.76, -0.16)  -0.32
C (5.89, -9.54, -1.20)  0.68
O (6.74, -10.38, -1.65)  -0.59
O (4.58, -9.51, -1.66)  -0.34
H (1.92, -8.75, 0.19)  0.34
H (2.62, -10.34, -0.34)  0.34
H (1.81, -9.33, -1.50)  0.34
H (3.71, -7.74, -1.53)  0.29
H (4.58, -9.28, 1.06)  0.29
H (4.76, -7.53, 0.91)  0.28
C (-2.43, 7.38, -6.42)  -1.35
C (-1.70, 8.45, -5.61)  0.39
C (-0.67, 7.97, -4.56)  -0.46
O (0.30, 9.00, -4.53)  -0.31
C (0.17, 9.82, -5.70)  0.57
O (0.92, 10.68, -6.12)  -0.48
O (-0.97, 9.27, -6.46)  -0.35
H (-1.79, 6.87, -7.14)  0.36
H (-3.39, 7.74, -6.78)  0.31
H (-2.62, 6.52, -5.77)  0.39
H (-2.34, 9.21, -5.14)  0.28
H (-0.20, 7.03, -4.86)  0.33
H (-1.26, 7.79, -3.66)  0.33
C (-7.38, 7.11, 1.67)  -1.42
C (-6.74, 5.98, 0.97)  0.50
C (-6.47, 4.67, 1.77)  -0.36
O (-6.65, 3.68, 0.81)  -0.32
C (-7.27, 4.18, -0.34)  0.63
O (-7.74, 3.58, -1.31)  -0.55
O (-7.46, 5.52, -0.15)  -0.36
H (-8.41, 6.80, 1.84)  0.36
H (-7.37, 8.06, 1.14)  0.34
H (-6.85, 7.29, 2.60)  0.36
H (-5.79, 6.41, 0.67)  0.19
H (-7.26, 4.52, 2.51)  0.31
H (-5.50, 4.77, 2.25)  0.31
C (0.22, -1.94, -1.16)  -1.35
C (0.74, -0.77, -0.17)  0.33
C (0.23, 0.74, -0.48)  -0.28
O (-0.32, 0.95, 0.83)  -0.32
C (-0.12, -0.06, 1.73)  0.63
O (-0.50, -0.07, 2.90)  -0.56
O (0.44, -1.13, 1.13)  -0.31
H (0.40, -1.74, -2.21)  0.39
H (-0.86, -2.13, -1.16)  0.36
H (0.76, -2.84, -0.84)  0.33
H (1.80, -0.76, -0.39)  0.20
H (-0.41, 0.75, -1.37)  0.30
H (1.15, 1.27, -0.70)  0.27
C (-4.36, 3.82, 11.19)  -1.28
C (-4.60, 2.56, 10.16)  0.32
C (-5.16, 1.37, 10.92)  -0.49
O (-6.03, 0.84, 9.98)  -0.29
C (-6.28, 1.80, 9.12)  0.68
O (-7.07, 1.73, 8.19)  -0.60
O (-5.64, 2.89, 9.37)  -0.31
H (-3.33, 3.81, 11.55)  0.36
H (-5.04, 3.77, 12.04)  0.32
H (-4.41, 4.86, 10.88)  0.36
H (-3.73, 2.41, 9.52)  0.32
H (-5.71, 1.63, 11.82)  0.31
H (-4.35, 0.69, 11.20)  0.30
C (-1.73, -6.67, 8.41)  -1.34
C (-1.74, -7.33, 7.02)  0.66
C (-0.65, -7.12, 6.13)  -0.73
O (0.35, -8.05, 6.34)  -0.32
C (-0.24, -9.09, 6.90)  0.67
O (0.35, -10.14, 7.09)  -0.56
O (-1.49, -8.74, 7.28)  -0.36
H (-1.98, -7.27, 9.29)  0.31
H (-2.36, -5.78, 8.38)  0.36
H (-0.72, -6.32, 8.57)  0.34
H (-2.73, -7.17, 6.60)  0.36
H (-0.05, -6.22, 6.12)  0.30
H (-0.91, -7.20, 5.07)  0.31
C (1.95, 9.37, 6.05)  -1.35
C (1.57, 8.56, 4.73)  0.42
C (0.32, 7.70, 5.07)  -0.44
O (-0.58, 8.09, 4.12)  -0.30
C (-0.13, 9.14, 3.36)  0.66
O (-0.98, 9.56, 2.49)  -0.58
O (1.15, 9.49, 3.71)  -0.32
H (1.13, 10.00, 6.41)  0.34
H (2.90, 9.90, 6.01)  0.35
H (2.20, 8.73, 6.89)  0.39
H (2.43, 7.97, 4.40)  0.28
H (-0.10, 7.77, 6.07)  0.27
H (0.58, 6.64, 5.01)  0.29
C (-8.28, -3.94, 0.22)  -1.34
C (-9.75, -3.74, 0.56)  0.41
C (-10.77, -3.26, -0.47)  -0.32
O (-11.96, -3.95, -0.16)  -0.30
C (-11.70, -4.85, 0.84)  0.65
O (-12.52, -5.59, 1.42)  -0.57
O (-10.38, -4.92, 1.03)  -0.34
H (-7.82, -3.03, -0.13)  0.34
H (-8.27, -4.75, -0.51)  0.34
H (-7.83, -4.35, 1.13)  0.35
H (-9.69, -3.18, 1.49)  0.23
H (-10.43, -3.42, -1.49)  0.29
H (-10.97, -2.19, -0.37)  0.25
C (4.58, -0.62, -9.98)  -1.28
C (5.20, -0.41, -8.59)  0.36
C (6.14, 0.71, -8.60)  -0.47
O (5.87, 1.41, -7.42)  -0.33
C (4.53, 1.15, -7.18)  0.64
O (3.80, 1.85, -6.53)  -0.54
O (4.16, 0.03, -7.79)  -0.31
H (5.28, -0.97, -10.73)  0.36
H (4.09, 0.33, -10.21)  0.34
H (3.83, -1.42, -9.98)  0.33
H (5.64, -1.29, -8.11)  0.32
H (6.03, 1.51, -9.34)  0.27
H (7.20, 0.45, -8.61)  0.31
C (8.50, 3.68, -0.18)  -1.31
C (8.92, 5.00, -0.88)  0.53
C (7.68, 5.96, -0.97)  -0.61
O (8.14, 7.23, -0.43)  -0.36
C (9.36, 7.10, -0.02)  0.73
O (9.99, 7.96, 0.55)  -0.56
O (9.70, 5.83, -0.08)  -0.36
H (7.99, 3.04, -0.90)  0.36
H (7.82, 3.94, 0.63)  0.39
H (9.38, 3.08, 0.04)  0.34
H (9.33, 4.96, -1.89)  0.31
H (6.76, 5.55, -0.55)  0.24
H (7.18, 6.27, -1.88)  0.30

---

#b
The following is a quantum chemistry calculation of a 11-piece molecular cluster, C44H66O33 overall, from the Open Molecules 2025 dataset.

Orbital gap: 10.39 eV
Lowest unoccupied orbital energy: -0.1 eV
Molecular weight: 1122.979 g mol⁻¹
Structure (SMILES): C[C@H]1COC(=O)O1.C[C@H]1COC(=O)O1.C[C@H]1COC(=O)O1.C[C@H]1COC(=O)O1.C[C@H]1COC(=O)O1.C[C@H]1COC(=O)O1.C[C@H]1COC(=O)O1.C[C@H]1COC(=O)O1.C[C@H]1COC(=O)O1.C[C@H]1COC(=O)O1.C[C@H]1COC(=O)O1

Last column: Mulliken charge in e.
Element x y z (Å)
C (5.77, -1.37, -1.35)  -1.65
C (4.32, -1.13, -0.75)  0.44
C (3.49, -2.37, -0.68)  0.50
O (3.09, -2.41, 0.66)  0.07
C (3.79, -1.47, 1.39)  0.37
O (3.81, -1.38, 2.61)  -0.59
O (4.40, -0.70, 0.55)  -0.33
H (6.27, -2.18, -0.83)  0.41
H (6.30, -0.48, -1.01)  0.40
H (5.90, -1.46, -2.43)  0.37
H (3.81, -0.41, -1.39)  0.16
H (3.98, -3.27, -1.05)  0.48
H (2.56, -2.18, -1.22)  -0.48
C (-1.73, 6.30, 1.16)  -1.43
C (-1.02, 5.04, 0.53)  1.10
C (-1.83, 3.79, 0.64)  0.75
O (-2.14, 3.50, -0.70)  -0.27
C (-1.32, 4.21, -1.48)  0.57
O (-1.12, 4.05, -2.71)  -0.67
O (-0.72, 5.20, -0.79)  -0.34
H (-1.47, 6.44, 2.21)  0.28
H (-2.81, 6.17, 1.08)  0.36
H (-1.44, 7.22, 0.65)  0.37
H (-0.11, 4.91, 1.13)  -0.26
H (-2.71, 3.98, 1.25)  0.02
H (-1.19, 3.05, 1.14)  -0.44
C (-6.57, -0.54, -1.34)  -1.29
C (-6.05, -1.90, -0.79)  0.47
C (-4.63, -1.89, -0.35)  0.61
O (-4.70, -2.28, 1.02)  -0.26
C (-6.01, -2.52, 1.38)  0.50
O (-6.37, -3.00, 2.43)  -0.61
O (-6.77, -2.16, 0.38)  -0.38
H (-6.26, 0.28, -0.69)  0.29
H (-7.65, -0.50, -1.43)  0.39
H (-6.15, -0.48, -2.34)  0.33
H (-6.17, -2.71, -1.51)  0.31
H (-4.21, -0.89, -0.31)  -0.34
H (-4.05, -2.56, -0.98)  0.01
C (-2.68, 0.02, -2.84)  -0.44
C (-2.17, 0.42, -4.25)  0.45
C (-0.73, 0.82, -4.25)  0.65
O (-0.24, -0.04, -5.24)  -0.40
C (-1.21, -0.79, -5.86)  0.62
O (-1.09, -1.66, -6.74)  -0.62
O (-2.34, -0.59, -5.21)  -0.37
H (-3.74, -0.25, -2.88)  0.10
H (-2.49, 0.79, -2.09)  0.16
H (-2.24, -0.93, -2.54)  -0.01
H (-2.72, 1.33, -4.51)  0.25
H (-0.20, 0.56, -3.33)  -0.70
H (-0.54, 1.84, -4.57)  0.14
C (2.10, -6.41, -0.48)  -1.42
C (1.12, -5.60, 0.34)  2.04
C (-0.36, -6.02, 0.26)  -0.25
O (-0.85, -5.77, 1.57)  -0.32
C (0.14, -5.75, 2.44)  0.62
O (0.09, -5.57, 3.65)  -0.60
O (1.31, -5.70, 1.78)  -0.46
H (1.97, -7.49, -0.39)  0.39
H (3.07, -6.09, -0.12)  0.40
H (2.00, -6.09, -1.52)  0.15
H (1.21, -4.53, 0.17)  -0.87
H (-0.61, -7.02, -0.09)  0.31
H (-0.97, -5.32, -0.31)  0.08
C (0.47, -3.73, -3.76)  -1.39
C (0.60, -4.12, -5.25)  0.65
C (1.91, -4.91, -5.48)  -0.22
O (1.40, -6.13, -6.02)  -0.38
C (0.06, -6.14, -6.10)  0.62
O (-0.57, -6.98, -6.68)  -0.56
O (-0.40, -5.04, -5.52)  -0.36
H (-0.47, -3.20, -3.63)  0.13
H (1.24, -3.16, -3.24)  0.39
H (0.25, -4.56, -3.09)  0.42
H (0.60, -3.29, -5.95)  0.25
H (2.31, -5.11, -4.49)  0.12
H (2.64, -4.49, -6.17)  0.30
C (4.42, 5.69, -4.19)  -1.46
C (3.11, 5.07, -3.66)  0.34
C (2.88, 3.59, -3.93)  -0.47
O (2.55, 3.11, -2.69)  -0.17
C (2.65, 4.02, -1.73)  0.59
O (2.38, 3.91, -0.53)  -0.55
O (3.16, 5.14, -2.29)  -0.40
H (4.46, 5.65, -5.28)  0.39
H (5.26, 5.10, -3.83)  0.35
H (4.45, 6.69, -3.76)  0.36
H (2.21, 5.62, -3.95)  0.33
H (3.77, 3.14, -4.38)  0.32
H (2.02, 3.51, -4.59)  0.26
C (0.35, -1.23, 3.96)  -0.82
C (0.90, -1.68, 5.39)  0.20
C (1.71, -2.94, 5.24)  -0.14
O (2.96, -2.54, 5.84)  -0.38
C (2.99, -1.20, 6.02)  0.74
O (3.97, -0.57, 6.33)  -0.59
O (1.80, -0.68, 5.76)  -0.36
H (-0.45, -1.91, 3.66)  0.46
H (1.19, -1.20, 3.27)  -0.25
H (-0.05, -0.21, 4.02)  0.31
H (0.12, -1.66, 6.14)  0.42
H (1.88, -3.09, 4.18)  0.04
H (1.37, -3.78, 5.85)  0.33
C (-4.43, 4.81, 3.91)  -1.47
C (-4.36, 3.37, 4.26)  0.56
C (-5.61, 2.55, 4.24)  -0.67
O (-5.26, 1.30, 3.69)  -0.32
C (-4.18, 1.61, 2.89)  0.24
O (-3.79, 0.87, 2.03)  -0.37
O (-3.65, 2.79, 3.19)  0.06
H (-4.91, 5.36, 4.72)  0.48
H (-4.99, 5.10, 3.02)  0.35
H (-3.42, 5.21, 3.83)  0.27
H (-3.88, 3.20, 5.22)  0.22
H (-6.38, 2.98, 3.60)  0.30
H (-6.08, 2.43, 5.21)  0.31
C (0.97, 1.00, -0.43)  -0.16
C (0.30, -0.11, 0.37)  2.55
C (-1.20, -0.03, 0.57)  0.08
O (-1.67, -1.28, 0.15)  -0.07
C (-0.62, -1.93, -0.47)  -0.10
O (-0.70, -2.98, -1.01)  -0.48
O (0.49, -1.24, -0.33)  0.40
H (0.70, 1.91, 0.11)  0.08
H (0.68, 1.01, -1.48)  -0.77
H (2.06, 0.98, -0.38)  0.23
H (0.74, -0.24, 1.36)  -1.48
H (-1.65, 0.83, 0.06)  -0.28
H (-1.34, 0.12, 1.64)  0.20
C (4.51, 3.21, 4.39)  -1.67
C (3.45, 3.00, 3.31)  0.54
C (2.58, 1.75, 3.39)  0.41
O (1.35, 2.32, 2.99)  0.06
C (1.33, 3.61, 3.23)  0.49
O (0.32, 4.34, 3.22)  -0.69
O (2.55, 4.00, 3.54)  -0.36
H (4.93, 4.21, 4.43)  0.37
H (5.37, 2.54, 4.34)  0.41
H (4.14, 3.05, 5.40)  0.38
H (3.92, 3.18, 2.34)  0.24
H (2.51, 1.29, 4.38)  0.21
H (2.97, 1.11, 2.60)  -0.47

---

Which structure is the most stable? The one labeled #b.